1.
45
Properties=species:S:1:pos:R:3:mulliken_charge:R:1 method="wB97M-V/def2-TZVPD" spin_multiplicity=1 charge=+1
H 4.00382 1.84469 -4.41468 0.450
H -5.34599 1.32646 2.10242 0.302
O -1.97941 -2.39789 6.79797 -0.332
H 2.55578 1.54818 -2.63042 0.311
C 3.61728 0.96866 -4.97989 -1.045
C -2.82660 1.81474 1.51754 0.670
H -4.71894 2.63928 3.15080 0.325
C 4.61152 -0.26740 -4.87510 0.571
N 0.86756 0.57935 -2.34633 -0.691
C 0.21124 -0.77736 -4.23547 -0.381
H 6.81883 0.11685 -4.69761 0.336
H 3.41611 1.15739 -6.05684 0.342
C 5.90899 0.03007 -4.05383 -1.180
C -1.04842 0.10535 4.57423 -0.289
H -2.71776 -4.01440 7.79765 0.220
H -0.81512 3.02406 0.33046 0.358
H 6.11069 -0.82783 -3.36400 0.296
O -1.18182 -0.67322 5.76412 -0.342
C -1.93726 -1.76651 5.62082 0.772
H -2.01876 0.47140 4.24119 0.015
O -1.09347 -0.61296 -2.11934 -0.405
H -1.44497 1.70904 -0.71500 0.240
I -1.23174 -2.12773 -5.06500 0.245
O -3.32624 1.19721 2.58952 -0.208
H -2.34424 -4.32148 6.09578 0.287
F 5.03173 -0.66723 -6.16909 -0.345
C -2.75843 -3.59431 6.79466 -0.622
C -0.00038 -0.26781 -2.87018 0.505
N 1.90760 0.88737 -3.07643 0.293
C -0.91335 1.94470 0.20764 -0.588
H 0.08379 1.51133 0.15332 0.163
O -2.48446 -2.12073 4.60716 -0.551
C -4.66599 1.57601 2.91674 -0.737
C 1.36699 -0.41750 -5.01399 -0.252
C 2.28908 0.49936 -4.30707 0.520
O -1.57501 1.36710 1.32889 -0.268
H -0.41762 0.96169 4.80788 0.342
H -3.79837 -3.37602 6.55069 0.294
H 1.56916 -0.77654 -6.04210 0.464
O -3.39323 2.62810 0.83758 -0.552
H 4.08684 -1.16581 -4.45557 0.259
H -0.73069 -1.22766 -1.44663 0.397
H -4.95909 1.01084 3.79933 0.242
H -0.56572 -0.47463 3.78664 0.254
H 5.83608 0.95581 -3.43845 0.315


2.
43
Properties=species:S:1:pos:R:3:mulliken_charge:R:1 method="wB97M-V/def2-TZVPD" spin_multiplicity=1 charge=+3
C -4.96534 3.21617 0.11330 -1.090
Os -0.15599 0.15132 0.83247 0.709
H -3.18042 -3.07762 0.90258 0.270
C -2.90332 -1.10019 0.54597 0.607
H 2.99753 -1.88584 -3.31873 0.365
C 2.23958 -1.11133 -3.21166 -1.154
H -0.03838 3.84816 3.73835 0.495
C 2.64264 -0.06962 -2.17472 -0.227
S -4.41618 -0.73999 -0.13702 -0.035
H 4.60425 -1.62013 1.62754 0.374
O 1.75116 0.01131 0.36696 -0.090
N -0.13127 2.22944 0.80323 -0.112
N -2.08528 0.01048 0.60930 0.070
N -2.72081 1.16803 0.15058 -0.409
S -0.08022 0.89084 2.90077 -0.077
H -0.13145 5.79910 2.15395 0.474
H 5.08147 -0.64613 -0.66507 0.525
H -0.24401 5.36077 -0.30189 0.484
H 2.13476 -0.61941 -4.17815 0.386
C -0.19044 4.54692 0.40767 -0.710
H 5.66719 -0.22858 1.71459 0.376
C -0.08827 2.45523 2.11325 0.729
H -4.49311 2.28737 -1.77656 0.294
H 1.28498 -1.58247 -2.97434 0.334
C -3.91214 0.95313 -0.25950 0.222
H 1.89416 0.71506 -2.05915 0.187
H -1.73905 -2.42727 1.56683 0.162
H 3.60474 0.38306 -2.41375 0.409
C 4.37007 -0.17264 0.02022 -0.521
H 3.97539 -0.03822 2.15452 0.321
S 2.79173 -0.82712 -0.52610 0.384
H 4.35475 0.90519 -0.14955 0.396
C -0.07990 3.70951 2.66587 -0.704
H -5.40087 2.95292 1.07718 0.352
C -0.17953 3.24131 -0.06189 -0.182
H -5.61617 3.94569 -0.36180 0.373
H -5.83310 1.53379 -0.94595 0.432
C -4.85180 1.98230 -0.78899 -0.411
C -0.13468 4.78486 1.77584 -0.225
H -0.21073 3.00979 -1.11736 0.499
H -3.99161 3.66711 0.29873 0.259
N -2.54320 -2.29362 0.97173 -0.310
C 4.65377 -0.54298 1.46855 -1.230


3.
47
Properties=species:S:1:pos:R:3:mulliken_charge:R:1 method="wB97M-V/def2-TZVPD" spin_multiplicity=1 charge=-1
C -2.11941 -1.43513 -4.84382 -0.554
S 1.94500 1.92804 1.82130 0.936
H -4.00297 -3.28543 -2.74612 0.353
N 2.24540 -1.12430 -1.28620 -0.247
H 2.97690 -0.68712 4.41770 0.289
H -2.26628 0.42521 4.38150 0.395
H -0.30908 -1.66879 -2.00524 0.557
H -4.05836 -2.35805 -5.04760 0.360
C -1.05470 -1.23909 -3.98028 -0.026
C -1.00605 2.54061 3.41961 -1.123
H 2.45117 -3.02706 -2.03133 0.369
C 2.39680 0.67328 -2.86172 -0.639
H 1.45462 -0.86487 2.31374 0.005
H 2.73288 0.12954 -4.91384 0.399
C 2.22706 0.17721 -1.57429 0.027
H -2.61858 -1.36305 3.12955 0.285
H -1.66975 2.73069 4.26879 0.355
H 2.76856 -2.31497 -4.38837 0.379
C -2.67448 0.66098 3.39715 -1.014
N 1.71731 2.72048 3.15479 -0.602
H -0.18923 -0.66312 -4.27534 0.319
C -1.55906 1.34995 2.62320 1.090
C 2.61746 -1.57843 -3.61028 -0.227
H 2.37157 1.74095 -3.03175 0.385
C -3.17126 -2.69949 -3.12307 -0.330
S 0.58157 2.28429 4.19843 1.239
C 2.44144 -1.97422 -2.29421 -0.396
C -1.11965 -1.80146 -2.71163 -0.276
O 0.60260 0.86285 4.50583 -0.614
C 2.59728 -0.22124 -3.89772 -0.410
O 0.73819 1.79694 0.99880 -0.609
O -2.10419 1.76207 1.37395 -0.652
C -3.20346 -2.18131 -4.40851 -0.249
H -1.36436 2.12231 0.87459 0.389
H -0.96092 3.46102 2.83858 0.418
H 2.06748 0.85565 -0.74648 0.331
H -3.51396 1.35478 3.50352 0.340
H 3.34937 -0.41034 1.21964 0.021
N -3.14982 -0.57960 2.77527 -0.702
P 2.62965 -0.09053 2.38050 0.544
O 0.65107 3.22641 5.29199 -0.747
N -2.15490 -2.52194 -2.28211 -0.522
H -0.78527 0.60399 2.43391 -0.077
N 3.47880 -0.20017 3.68747 -0.785
H -2.10696 -1.01037 -5.84003 0.372
O 3.11088 2.43568 1.11462 -0.662
H -2.99035 -0.54285 1.77546 0.307


4.
56
Properties=species:S:1:pos:R:3:mulliken_charge:R:1 method="wB97M-V/def2-TZVPD" spin_multiplicity=1 charge=-2
O -3.53287 3.89685 -3.05241 -0.592
N -3.07264 -0.46233 -1.79303 0.036
S -1.65300 -3.88535 3.57918 -0.103
S -2.37129 -2.83030 0.52841 -0.252
C -2.89794 0.72656 1.94282 -0.426
O -5.03638 2.51751 -3.92655 -0.687
H 2.55606 -2.72759 -2.46689 0.122
C -3.24091 2.60396 3.35014 -0.697
H -3.59536 -0.62401 4.06263 0.298
C -3.39934 1.56941 -2.52834 0.448
N -1.88291 0.46127 4.56649 0.021
Tl 0.02678 -0.56206 0.17208 1.089
C 1.36445 -3.69382 -0.99490 -0.808
O -1.51301 3.72717 -1.58244 -0.903
H -3.17992 -0.30648 1.72972 -0.085
C -4.05485 2.70348 -3.23059 0.431
C -1.24317 2.53521 -1.26206 0.515
C -2.25147 1.49317 -1.69694 -0.245
Se 4.13872 -0.09721 0.62154 -0.046
N -2.08364 0.25681 -1.26507 0.329
H -3.47443 3.21506 2.47566 0.375
H -3.12466 1.34073 1.06974 0.148
H -4.73699 -0.13018 -3.07377 0.508
O -0.52880 -2.11308 -2.36488 -0.592
C -3.31446 0.41303 4.25854 -0.625
N 1.02845 -1.50219 -3.91698 -0.479
C -1.15943 -0.02604 3.38509 0.373
H 1.85237 -3.23208 -0.13332 0.198
Se 3.10103 0.35926 -1.43091 0.049
H 0.29587 -3.73500 -0.79482 0.293
H 1.74449 -4.71127 -1.10561 0.349
H -3.09030 -1.45523 -1.60790 -0.020
O -0.24625 2.12482 -0.65099 -0.492
H -3.79690 2.98896 4.21049 0.333
H -0.00557 2.22279 2.65764 0.083
Se 2.82240 0.67765 2.24289 -0.363
H -1.29140 2.78198 1.58675 0.164
H -1.44766 -1.06052 3.18995 -0.743
N -3.66705 1.22650 3.09148 0.075
H -2.70851 3.86051 -2.41801 0.455
N -1.45229 0.78283 2.19420 0.382
C 0.63070 -2.17842 -2.77786 0.407
N 1.59669 -2.93689 -2.20699 0.010
N -1.80694 2.71059 3.62868 0.021
H -3.87445 0.77918 5.12453 0.345
S -3.18696 -3.27140 2.28673 -0.166
Se 4.47678 -0.92821 -2.76156 -0.788
H -0.43435 1.90650 4.98200 0.358
C -1.50734 1.85899 4.78127 -0.702
H 2.01675 -1.27146 -3.97474 0.174
S 0.06223 -3.75460 2.67330 -0.200
H -2.04805 2.24010 5.65303 0.341
H -0.08448 0.00645 3.57841 0.245
C -1.07959 2.17677 2.46639 -0.545
C -3.88246 0.27644 -2.56179 -0.698
H 0.40792 -0.73696 -4.13010 0.282


5.
46
Properties=species:S:1:pos:R:3:mulliken_charge:R:1 method="wB97M-V/def2-TZVPD" spin_multiplicity=1 smiles="C[C@H](O)COC1=C(N)C(=O)OC1=O.COC(=O)OC.COC(=O)OC"
C 4.25683 -2.37445 1.98534 -0.517
C -1.73148 2.90532 -1.30970 0.325
H 8.43897 1.15005 1.92713 0.213
H 1.66350 -4.73187 -1.36164 0.306
O 5.01000 0.01174 1.13398 -0.552
C 7.41499 0.99805 1.60014 -0.628
O -1.36503 2.28173 0.90580 -0.367
H 0.96579 -0.42259 0.64556 0.344
O -2.86914 0.93374 -2.06495 -0.538
C -5.20615 1.69609 -1.75743 0.789
C -2.28476 1.69552 -1.13801 0.396
H 0.20824 -5.35680 -0.54784 0.299
O 7.03857 -0.29643 2.07438 -0.335
H 4.09288 -2.46286 0.91362 0.264
H 3.49891 -1.73401 2.42495 0.229
H -7.20240 2.05248 -1.08437 0.370
H 1.80475 -6.04111 -0.16569 0.218
O -5.68823 1.84392 -3.10339 -0.573
H -2.11804 4.54429 -2.37396 0.304
H -6.66362 0.36992 -0.83303 0.333
H -4.52457 -0.13517 -2.53715 0.425
C 0.87813 -3.03907 0.48308 0.766
O 1.15460 -2.28789 1.54523 -0.301
O 0.21386 -2.71226 -0.46324 -0.551
C 5.79359 -0.65395 1.75963 0.766
C 1.26726 -5.13641 -0.43264 -0.661
C -2.07707 1.27783 0.27476 0.847
C -4.22436 0.55092 -1.74912 -1.029
H -0.63876 3.89211 -2.64245 0.311
N -1.61489 3.67093 -2.48401 -0.560
H -0.49931 -1.02670 1.46843 0.335
H 4.20741 -3.35793 2.44141 0.296
H 6.77353 1.76555 2.02822 0.297
H 7.36494 1.03876 0.51403 0.292
O -1.05214 4.46362 0.40171 -0.553
O 5.56914 -1.86622 2.25504 -0.329
H -6.07580 1.68947 0.20999 0.367
H -4.23360 0.00874 -0.80364 0.391
C -1.30055 3.35592 0.04303 0.198
H -5.70711 2.78042 -3.32097 0.344
C -6.36714 1.41573 -0.80420 -1.461
C 0.58325 -0.97375 1.50318 -0.807
O -2.36684 0.27045 0.83138 -0.533
O 1.47673 -4.22089 0.64583 -0.304
H 0.89282 -0.47859 2.41889 0.351
H -4.75773 2.64566 -1.45729 0.224


6.
45
Properties=species:S:1:pos:R:3:mulliken_charge:R:1 method="wB97M-V/def2-TZVPD" spin_multiplicity=1 charge=+1
C 4.15612 -1.58362 -0.90564 -0.442
C 0.85642 2.52468 -1.80803 0.251
H -2.06027 1.39006 -0.99687 0.350
O -4.14220 0.54617 -1.00206 -0.699
H 0.39962 0.62233 -1.09961 0.183
H -6.09271 -2.08745 2.19102 0.364
O 3.56552 2.13858 -0.06901 -0.370
H 0.39841 4.46439 -2.41539 0.252
C -5.15302 -1.66441 1.84249 -0.596
H -3.85805 1.43723 1.48578 0.355
H 4.42053 -1.95368 2.50671 0.364
H -4.71838 -0.26156 3.46352 0.330
H -5.82202 0.35133 2.24118 0.313
H 2.57645 3.03408 -2.90111 0.427
C 2.31714 2.43557 -2.03492 -0.426
C 3.12313 2.90559 -0.83612 0.486
C -3.75146 0.36261 1.61621 -0.611
H 5.82073 -1.17458 0.43212 0.376
C -1.23012 1.99255 -1.30169 0.003
O -2.55907 -1.19881 -0.14472 -0.634
N 0.08264 3.58068 -2.04886 0.033
H 4.36489 -0.23719 0.75331 0.121
S 2.60503 -2.42198 -0.57897 1.035
H 4.79973 -2.26255 -1.46118 0.368
C -4.92438 -0.24969 2.39506 -0.681
H 2.19808 -1.52826 1.56049 0.345
C 4.73379 -1.22355 0.46554 -0.406
H -6.04078 -1.04647 -0.04634 0.358
C -1.22657 3.26793 -1.73745 -0.799
N 0.07422 1.54917 -1.35298 0.246
C 2.74116 -2.40381 1.20537 -0.688
H 2.29807 -3.30978 1.61161 0.422
H 3.94899 -0.70069 -1.50512 0.119
O 1.51129 -1.56064 -0.98639 -0.620
H -4.97280 -2.46825 -0.20189 0.402
H -2.05561 3.93199 -1.86262 0.435
H -4.34584 -2.32438 2.16642 0.292
H -2.79387 0.13716 2.08265 0.396
H 2.57147 1.39661 -2.20466 0.031
C 4.23841 -2.26269 1.47930 -0.674
H 4.75025 -3.21327 1.31850 0.314
Br 3.40284 4.80355 -0.59631 -0.115
C -5.13625 -1.52949 0.32198 -0.708
S -3.77038 -0.42794 0.00123 1.154
O 2.69883 -3.77750 -1.04253 -0.653


| no. | DFT total energy (eV) |
| --- | --- |
| 1 | -41943.9511 |
| 2 | -56773.1291 |
| 3 | -62469.0733 |
| 4 | -345406.8626 |
| 5 | -37833.5361 |
| 6 | -118762.4950 |